The following is a DFT calculation (ωB97M-V/def2-TZVPD) of C4H7O2Rb as an isolated structure at a distorted geometry.

```
14
Properties=species:S:1:pos:R:3:lowdin_charge:R:1
O -0.533 -0.702 -0.518 -0.204
Rb -2.986 -2.144 -2.566 0.831
C -1.290 -1.401 0.315 -0.331
O -1.094 -1.206 1.573 -0.105
C -0.143 0.011 2.068 -0.059
C 0.730 0.108 -0.346 -0.290
C 0.897 0.776 -1.698 -0.219
H 0.883 -0.373 2.006 0.070
H 0.150 1.071 2.068 0.061
H -0.826 0.275 2.890 0.073
H 1.335 0.693 0.359 0.037
H 1.774 1.442 -1.651 0.057
H 1.075 0.049 -2.507 0.037
H 0.031 1.401 -1.994 0.043
```

Output
**HOMO level**: -4.08 eV
**Orbital gap**: 2.82 eV
**Electronic energy**: -330.841563 a.u.

***

The following is a DFT calculation (ωB97M-V/def2-TZVPD) of a 2-piece molecular cluster, C4H7O4PS overall at a distorted geometry.

```
17
Properties=species:S:1:pos:R:3:lowdin_charge:R:1
C -1.069 1.513 -2.029 -0.179
C -1.652 1.624 -0.681 -0.208
C 0.606 -0.732 3.012 -0.518
C 1.057 -0.790 0.420 -0.739
O 1.170 -2.823 -1.822 -0.503
O 2.384 -1.292 -0.087 -0.403
O 1.297 -0.390 -2.325 -0.444
O -1.204 2.771 -1.383 -0.097
P 1.183 -1.386 -1.216 0.202
S 0.411 -1.938 1.623 0.574
H -0.135 0.844 -1.987 0.068
H -1.710 1.182 -2.947 0.121
H -1.306 1.331 0.274 0.078
H -0.295 0.057 2.907 0.037
H 1.461 -0.200 2.771 -0.047
H 0.469 -1.287 4.002 0.006
H -2.667 1.517 -0.531 0.053
```

Output
**HOMO level**: 1.11 eV
**Net charge**: -2
**Orbital gap**: 4.73 eV
**Electronic energy**: -1196.981158 a.u.

***

The following is a DFT calculation (ωB97M-V/def2-TZVPD) of an isolated ion of composition C4H7O4S and charge -1 at a distorted geometry.

```
16
Properties=species:S:1:pos:R:3:lowdin_spin:R:1
C -0.435 -1.520 1.575 0.808
C -0.690 -0.599 0.691 0.696
C 0.113 2.249 0.248 0.013
C 0.299 0.008 -0.174 0.105
O -1.087 -1.191 -2.138 0.029
O 0.962 -2.251 -1.262 0.034
O 1.148 -0.369 -2.754 0.069
O -0.133 1.239 -0.629 0.012
S 0.308 -1.011 -1.752 0.064
H -1.173 -2.065 2.066 0.063
H 0.521 -1.906 1.842 0.057
H -1.652 -0.183 0.454 0.028
H 0.291 1.825 1.199 0.007
H -0.783 2.870 0.399 0.001
H 1.033 2.886 -0.033 0.001
H 1.278 0.018 0.270 0.014
```

Output
**HOMO level (alpha / beta)**: -1.63 / -4.85 eV
**Net charge**: -1
**Orbital gap (alpha / beta)**: 5.22 / 5.97 eV
**⟨S²⟩**: 2.01
**Spin multiplicity**: 3
**Electronic energy**: -855.606063 a.u.

***

The following is a DFT calculation (ωB97M-V/def2-TZVPD) of a single C4H7OP molecule at a distorted geometry.

```
13
Properties=species:S:1:pos:R:3:lowdin_charge:R:1
C 0.535 -1.680 -0.369 -0.097
C 0.860 -0.561 0.622 -0.251
C -0.166 0.448 0.420 -0.225
P -0.630 1.587 -1.429 0.895
O -0.886 2.611 -0.055 -0.425
C -0.774 1.549 0.836 -0.345
H 0.885 -2.570 -0.050 0.031
H 1.123 -1.603 -1.221 0.058
H -0.520 -1.733 -0.521 0.074
H 0.891 -0.856 1.659 0.112
H 1.819 -0.135 0.377 0.110
H -2.030 1.127 -2.147 -0.061
H -1.107 1.817 1.878 0.124
```

Output
**HOMO level**: -8.22 eV
**Structure (SMILES)**: CCC1=[P@@H]2O[C@H]12
**Orbital gap**: 8.51 eV
**Electronic energy**: -573.051575 a.u.

***

The following is a DFT calculation (ωB97M-V/def2-TZVPD) of a single C4H7P molecule at a distorted geometry.

```
12
Properties=species:S:1:pos:R:3:lowdin_charge:R:1
H 1.921 2.273 0.086 -0.224
P 1.964 1.781 -1.261 0.701
C 0.506 0.377 -0.464 -0.461
C 0.253 0.453 0.963 -0.183
C -0.238 -0.480 -1.320 -0.277
C -1.336 -1.096 -0.947 -0.006
H 0.448 1.482 1.235 0.037
H -0.751 0.028 1.284 0.091
H 1.065 -0.076 1.500 0.094
H 0.097 -0.477 -2.361 0.094
H -1.851 -1.756 -1.704 0.074
H -2.041 -1.090 -0.121 0.060
```

Output
**HOMO level (alpha / beta)**: -7.59 / -8.40 eV
**Structure (SMILES)**: [H]/P=C(\C)C=C
**Orbital gap (alpha / beta)**: 6.63 / 8.14 eV
**Electronic energy**: -497.808567 a.u.

***

The following is a DFT calculation (ωB97M-V/def2-TZVPD) of a single C4H8 molecule at a distorted geometry.

```
12
Properties=species:S:1:pos:R:3:lowdin_charge:R:1
C 0.155 -1.443 0.224 -0.023
C 0.016 -0.132 -0.018 -0.350
C 1.365 0.672 0.041 -0.085
C -1.481 0.497 -0.260 -0.051
H -0.725 -2.057 0.390 0.048
H 1.078 -2.029 0.263 0.061
H 1.303 1.831 -0.069 0.097
H 1.680 0.526 1.037 0.038
H 1.986 0.143 -0.741 0.087
H -1.425 1.248 0.512 0.047
H -1.660 0.849 -1.376 0.110
H -2.291 -0.104 -0.004 0.021
```

Output
**HOMO level**: -9.15 eV
**Structure (SMILES)**: C=C(C)C
**Orbital gap**: 10.28 eV
**Electronic energy**: -157.138141 a.u.

***

The following is a DFT calculation (ωB97M-V/def2-TZVPD) of a 2-piece molecular cluster, C4H8 overall at a distorted geometry.

```
12
Properties=species:S:1:pos:R:3:lowdin_charge:R:1
C 1.499 0.618 -0.246 -0.123
C 1.792 -0.592 0.011 -0.093
H 1.716 1.603 0.334 0.105
H 0.856 0.825 -0.955 -0.012
H 2.552 -0.985 0.625 0.046
H 1.335 -1.213 -0.753 0.071
C -1.178 0.023 0.618 -0.127
C -2.053 -0.118 -0.336 -0.086
H -0.491 -0.720 1.075 0.058
H -1.015 1.017 1.047 0.060
H -2.355 -1.128 -0.689 0.061
H -2.658 0.672 -0.730 0.040
```

Output
**HOMO level**: -9.76 eV
**Structure (SMILES)**: C=C.C=C
**Orbital gap**: 10.99 eV
**Electronic energy**: -157.096977 a.u.

***

The following is a DFT calculation (ωB97M-V/def2-TZVPD) of a single C4H8 molecule at a distorted geometry.

```
12
Properties=species:S:1:pos:R:3:lowdin_charge:R:1
C 1.393 -0.013 -0.111 -0.100
C 0.082 -0.050 0.584 -0.355
C -0.976 0.763 -0.133 -0.137
C -1.051 -0.731 -0.141 -0.133
H 2.025 0.792 0.268 0.076
H 1.275 0.130 -1.153 0.062
H 2.025 -0.909 0.027 0.080
H 0.016 -0.004 1.666 0.129
H -1.615 1.225 0.607 0.092
H -0.773 1.345 -1.006 0.094
H -1.734 -1.304 0.439 0.083
H -0.667 -1.244 -1.046 0.110
```

Output
**HOMO level**: -9.83 eV
**Structure (SMILES)**: CC1CC1
**Orbital gap**: 11.19 eV
**Electronic energy**: -157.163216 a.u.